DFT (ωB97M-V/def2-TZVPD) results for one molecule with the formula C4H9NO2S.

Properties
* gap between HOMO and LUMO: 9.51 eV
* SMILES string: CO[C@@H]1N[C@@H](S)CO1
* energy relative to the best compared isomer or geometry (same formula, charge and spin): 4.021 eV
* HOMO energy: -8.95 eV

Last column: natural (NBO) charge in e.
Geometry (Å):
H  -1.848  -1.251  1.293  0.204
H  1.528  0.713  -2.653  0.166
C  -0.286  0.265  1.511  -0.043
H  1.934  -0.940  -2.568  0.174
H  -2.899  0.633  2.066  0.117
C  1.922  -0.053  -1.965  -0.255
O  1.314  -0.063  -0.688  -0.554
H  -0.362  0.443  -1.806  0.177
N  -0.592  1.005  0.243  -0.672
S  -1.916  0.569  2.887  -0.166
O  -0.761  -0.943  -0.472  -0.528
C  -0.077  0.233  -0.722  0.487
H  -0.541  2.004  0.357  0.399
H  -0.360  -2.139  1.379  0.219
H  0.725  0.518  1.919  0.232
H  2.965  0.151  -1.808  0.190
C  -0.748  -1.145  1.026  -0.146

DFT (ωB97M-V/def2-TZVPD) results for a 19-piece molecular cluster, C76H133N19 overall.

Properties
* gap between HOMO and LUMO: 11.16 eV
* energy relative to the best compared isomer or geometry (same formula, charge and spin): 2.252 eV
* HOMO energy: -10.92 eV

Last column: Löwdin charge in e.
Geometry (Å):
C  -5.293  -1.822  -0.580  -0.249
C  4.544  0.133  3.722  -0.098
C  3.656  2.858  -6.472  -0.113
C  3.986  -3.287  0.677  -0.224
H  -4.368  0.569  3.434  0.070
H  -3.477  -4.160  3.246  0.079
H  -3.611  -2.100  -5.070  0.070
C  -1.864  -0.246  -1.358  -0.094
H  -4.681  2.133  -4.946  0.096
H  -0.507  -2.435  6.608  0.125
N  -4.135  -6.546  -7.415  0.135
H  -1.049  -2.451  4.971  0.077
H  1.827  2.402  -4.310  0.074
H  1.187  6.076  0.548  0.108
C  -2.352  -2.944  1.766  -0.221
C  -5.360  -5.122  -5.612  -0.206
H  3.863  0.164  2.862  0.054
N  2.887  -1.696  -2.650  0.185
N  -0.292  0.200  -5.049  0.152
H  3.990  2.002  -0.112  0.094
H  3.744  7.105  -3.246  0.048
H  5.645  5.301  -4.916  0.112
H  3.287  3.971  6.760  0.051
N  6.465  2.057  6.513  0.158
H  5.711  -1.466  3.012  0.079
H  1.268  -3.480  5.093  0.101
H  -3.461  -3.572  -4.094  0.057
H  -5.705  -0.926  -2.565  0.073
H  4.405  0.280  0.559  0.087
H  -4.752  4.629  -4.296  0.092
H  3.065  0.645  -0.574  0.022
H  -6.797  -2.511  7.074  0.117
H  0.752  -2.650  -2.869  0.044
C  1.955  1.580  -5.045  -0.194
H  -6.321  -1.201  6.014  0.095
H  4.781  1.428  -2.355  0.097
H  -2.821  2.469  2.474  0.095
C  -2.936  -7.004  -1.033  -0.180
H  1.868  -5.406  -0.884  0.074
C  3.935  -1.315  -2.298  -0.183
H  6.600  -2.288  5.167  0.125
C  6.050  -1.348  5.126  -0.178
H  -2.428  -0.974  -1.963  0.068
C  3.083  2.961  6.558  -0.098
H  -0.367  -5.873  -5.394  0.083
C  3.939  -5.944  -0.389  -0.093
H  2.673  0.834  -4.713  0.098
N  -6.668  2.173  0.031  0.147
H  -3.035  -6.007  -0.655  0.069
H  -2.967  -3.503  -5.876  0.067
H  4.584  2.292  -6.238  0.080
H  -1.503  7.721  -2.501  0.080
H  0.233  6.751  2.823  0.081
C  4.449  4.962  -1.677  -0.188
H  -4.393  -0.146  1.782  0.066
C  0.221  5.281  -2.332  -0.226
C  -4.712  -5.925  -6.639  -0.241
H  7.127  5.985  1.399  0.092
H  2.222  4.853  1.406  0.096
H  -2.022  -2.077  2.407  0.095
H  2.570  2.090  8.587  0.108
H  4.338  -1.952  3.924  0.089
H  1.943  6.756  2.941  0.050
C  -5.773  2.458  0.659  -0.216
C  5.269  5.096  3.890  -0.190
C  5.041  0.769  -1.514  -0.243
C  2.712  -3.915  0.368  -0.227
H  0.137  3.997  0.196  0.063
C  -7.657  -1.962  3.922  -0.225
C  5.154  -1.256  3.911  -0.261
C  -0.592  -4.865  -5.063  -0.097
H  -4.049  -4.203  1.613  0.039
C  -3.128  2.548  -3.508  -0.190
H  6.156  6.166  -3.523  0.117
H  6.016  1.020  -1.114  0.101
N  -0.400  -7.510  -1.317  0.156
H  1.089  4.836  -1.877  0.069
H  -5.168  -3.239  -6.653  0.119
H  -5.820  -3.128  -4.931  0.081
H  -1.332  6.856  -4.096  0.091
N  4.198  5.498  3.747  0.182
H  -1.305  -0.163  6.179  0.070
H  -4.429  -2.865  2.471  0.044
H  4.962  -5.563  -0.557  0.075
H  3.962  0.496  4.569  0.056
C  -0.006  -3.088  -3.486  -0.208
H  -2.615  -2.411  0.812  0.085
H  1.027  5.431  3.531  0.065
H  -0.625  5.160  -1.716  0.090
C  0.120  3.231  2.243  -0.228
N  -2.887  3.396  -1.102  0.211
H  -4.582  -3.266  6.425  0.071
H  -5.633  -4.103  5.313  0.086
H  3.783  2.674  5.800  0.033
C  -0.285  -2.009  5.583  -0.249
C  4.887  4.500  -3.036  -0.187
H  1.897  -3.156  0.250  0.093
H  -5.150  -1.604  0.474  0.062
H  3.887  3.370  -7.433  0.079
H  -4.634  -6.601  -2.347  0.101
H  -1.975  0.748  -1.703  0.028
C  0.677  0.810  -5.075  -0.231
N  5.026  -2.830  0.857  0.175
C  -6.484  -2.249  6.044  -0.244
H  -6.505  -3.389  0.325  0.099
C  2.350  2.057  -6.483  -0.238
H  6.789  -0.578  5.144  0.099
H  3.095  -4.400  -1.691  0.105
H  5.357  0.880  3.564  0.078
C  -1.501  -7.261  -1.187  -0.250
C  -3.577  -6.875  -2.431  -0.260
H  1.190  0.014  0.160  0.089
H  1.501  2.602  -6.963  0.121
H  -1.492  -4.614  0.681  0.072
H  3.360  6.309  -4.790  0.079
C  5.262  -0.716  -1.977  -0.150
C  -3.643  -3.580  2.326  -0.092
C  -0.837  -4.797  2.690  -0.217
H  -4.320  -2.313  -0.770  0.084
H  4.091  3.913  -3.459  0.080
C  1.134  -2.405  5.083  -0.147
C  0.246  0.397  -0.203  -0.162
C  -7.711  -2.616  5.208  -0.207
H  -0.003  -0.590  -2.117  0.072
H  -2.746  1.512  -3.688  0.115
C  -4.613  2.472  -3.935  -0.238
C  -5.079  -3.593  -5.600  -0.256
H  -0.687  -4.214  -5.909  0.073
H  -1.524  -4.849  -4.532  0.032
C  7.168  4.247  2.574  -0.304
H  -0.376  0.647  0.636  0.102
C  -1.217  -3.972  1.496  -0.169
H  -4.697  0.048  -1.473  0.062
C  3.277  1.977  7.747  -0.251
C  -3.813  0.517  2.496  -0.097
H  -3.845  -9.021  -2.715  0.081
C  -5.267  -3.075  5.590  -0.097
H  -2.918  1.746  0.945  0.068
H  -4.033  -8.069  -4.171  0.070
C  1.186  -2.004  3.643  -0.209
H  8.224  4.286  2.632  0.105
H  -4.700  -2.731  4.691  0.056
H  6.956  3.945  4.567  0.099
H  -5.165  1.669  -3.364  0.111
H  3.182  0.928  7.364  0.081
H  -3.400  -7.689  -0.315  0.127
H  2.431  1.127  -7.023  0.098
H  4.522  7.627  -4.733  0.072
H  -0.293  -2.287  -4.178  0.105
H  5.865  -0.931  -2.853  0.115
C  2.805  -4.933  -0.748  -0.250
C  5.247  5.672  -3.943  -0.257
H  -2.374  -8.347  -3.559  0.064
C  -3.509  1.860  1.868  -0.263
N  -6.879  -4.165  -2.735  0.155
C  0.078  4.482  -3.525  -0.243
H  1.361  -4.039  -4.668  0.121
N  4.109  5.563  -0.752  0.179
C  -6.572  -2.734  -0.530  -0.159
H  0.802  7.217  -1.843  0.107
N  -0.184  3.892  -4.478  0.192
C  4.644  2.178  8.408  -0.181
H  5.616  5.029  1.364  0.047
N  1.002  2.507  -1.514  0.212
N  1.240  -1.634  2.559  0.189
H  7.257  5.637  4.193  0.125
C  -6.737  -3.545  -1.762  -0.187
H  1.888  -1.868  5.638  0.098
H  3.827  -6.199  0.687  0.084
C  -2.988  2.970  -2.148  -0.243
H  -2.510  3.167  -4.184  0.099
C  -1.161  -3.411  -2.608  -0.212
H  -0.254  -3.502  1.278  0.069
C  0.432  6.722  -2.749  -0.249
C  4.092  0.891  -0.346  -0.104
C  0.616  1.574  -0.954  -0.190
H  3.836  -6.835  -0.984  0.062
N  -2.035  -3.679  -1.916  0.204
C  1.115  6.115  2.703  -0.155
C  0.093  4.361  1.252  -0.167
H  -6.488  -0.189  -1.239  0.056
H  -2.870  -0.057  2.692  0.065
H  1.270  6.618  -3.464  0.095
N  0.204  2.398  3.007  0.157
N  -0.518  -5.309  3.671  0.147
C  4.176  6.766  -4.165  -0.097
H  0.392  -0.239  6.495  0.045
C  -5.282  3.830  -3.709  -0.105
H  -7.430  -2.085  -0.455  0.110
H  2.060  2.914  6.114  0.085
N  -7.530  -1.337  2.928  0.149
H  2.357  -4.518  1.273  0.138
C  -4.642  2.894  1.539  -0.172
H  -8.634  -2.238  5.657  0.125
H  6.856  3.232  2.372  0.109
H  -0.860  4.877  1.408  0.112
H  -5.050  3.239  2.469  0.103
C  6.705  4.758  3.870  -0.191
H  -5.293  4.043  -2.661  0.050
H  -6.312  3.837  -4.096  0.076
H  0.537  -5.071  -3.271  0.120
H  -0.264  -1.660  -0.711  0.105
C  6.712  4.961  1.362  -0.126
H  -5.121  -5.549  -4.635  0.080
C  -0.796  7.464  -3.306  -0.083
C  5.256  -1.209  6.338  -0.230
C  -5.554  -0.665  -1.517  -0.113
N  4.534  -1.215  7.224  0.164
C  -3.397  -8.169  -3.261  -0.096
C  1.265  5.391  1.442  -0.268
H  4.759  3.191  8.814  0.122
H  5.737  -1.153  -1.141  0.073
H  -2.356  -0.329  -0.382  0.064
C  -3.702  -3.185  -5.119  -0.118
C  -0.416  -0.635  -1.128  -0.234
H  -0.410  8.348  -3.764  0.056
H  -4.141  3.720  1.042  0.075
C  5.680  2.107  7.344  -0.237
H  -6.466  -5.277  -5.629  0.125
H  7.059  4.531  0.442  0.063
H  -3.162  -6.041  -3.012  0.078
H  -0.024  0.026  4.860  0.068
H  4.846  1.376  9.125  0.117
H  5.691  3.776  -2.945  0.105
H  3.676  3.696  -5.749  0.046
H  -7.695  -3.684  5.027  0.112
C  -0.350  -0.493  5.797  -0.100
C  0.463  -4.341  -4.123  -0.257

DFT (ωB97M-V/def2-TZVPD) results for a 2-piece molecular cluster, C5H10BCl4N4O2 overall.

Properties
* total charge: +1
* gap between HOMO and LUMO: 9.58 eV
* HOMO energy: -13.30 eV

Last column: natural (NBO) charge in e.
Geometry (Å):
H  1.315  -3.339  1.372  0.401
N  1.168  -1.366  1.332  -0.096
H  -1.630  1.692  1.017  0.195
N  1.938  -2.539  1.313  -0.601
N  -2.681  0.033  0.352  -0.835
H  2.230  -0.214  2.831  0.256
C  0.457  0.620  1.832  -0.022
Cl  -0.789  3.918  -3.096  0.074
N  -0.345  0.092  0.875  -0.279
O  0.124  -3.431  -0.569  -0.908
C  0.104  -1.145  0.543  0.054
Cl  1.742  4.773  -2.006  0.089
H  0.369  1.591  2.282  0.259
B  -0.432  -2.170  -0.554  1.136
H  -3.077  -0.076  1.272  0.379
H  -3.369  0.325  -0.322  0.395
Cl  0.724  2.141  -1.402  -0.012
H  2.490  -2.544  2.164  0.381
H  -1.270  1.270  -0.631  0.228
C  0.841  3.411  -2.656  -0.224
C  1.418  -0.297  2.135  -0.064
Cl  1.667  2.753  -4.062  0.087
O  -1.393  -1.861  -1.461  -0.865
H  -1.126  -1.103  -1.995  0.508
H  1.027  -3.378  -0.912  0.517
C  -1.501  0.842  0.345  -0.054

DFT (ωB97M-V/def2-TZVPD) results for C20H26GaN7O5S3 as an isolated structure.

Properties
* total charge: +2
* gap between HOMO and LUMO: 7.14 eV
* HOMO energy: -14.06 eV

Last column: natural (NBO) charge in e.
Geometry (Å):
S  -1.816  -0.336  -0.338  -0.068
O  1.493  -0.769  -0.772  -1.004
H  0.637  -1.311  5.182  0.431
H  -6.598  -0.156  2.141  0.228
C  -1.564  2.223  -1.499  0.136
H  -5.105  1.889  -2.768  0.263
H  -6.882  0.173  -2.779  0.218
H  -2.768  7.382  2.609  0.235
H  4.396  -0.968  -1.335  0.283
H  -1.998  5.155  -2.745  0.233
C  -3.350  6.945  0.592  -0.192
C  -2.376  0.936  -1.314  0.146
C  -1.084  5.336  0.502  -0.230
N  0.419  -0.561  4.545  -0.734
H  0.681  -2.750  3.397  0.409
H  -3.658  6.379  -1.450  0.213
N  -0.069  0.159  2.333  -0.543
H  0.343  0.382  4.896  0.455
H  -0.571  -3.004  1.321  0.389
C  -2.531  6.831  1.708  -0.181
C  -6.654  -0.065  1.064  -0.180
H  -8.885  0.570  -1.407  0.237
N  -3.500  0.844  -1.954  -0.279
C  -6.806  0.131  -1.696  -0.239
H  -0.189  4.724  0.463  0.220
O  -0.401  2.151  1.645  -0.431
C  -7.941  0.345  -0.926  -0.189
H  -3.974  4.119  -2.583  0.254
S  0.118  2.188  -1.351  -0.040
C  -5.589  -0.172  -1.092  -0.003
N  0.136  -2.288  1.430  -0.638
H  4.805  0.365  -0.207  0.284
H  -0.518  4.545  -2.008  0.249
O  -0.282  1.898  3.794  -0.325
C  -4.372  -0.366  -1.958  -0.257
H  -3.772  -1.223  -1.670  0.245
H  -8.750  0.408  1.059  0.237
C  -1.906  5.441  -0.616  -0.006
H  -4.164  3.315  -1.024  0.246
H  -4.582  -0.541  0.779  0.213
C  -7.865  0.251  0.456  -0.181
C  -5.520  -0.279  0.296  -0.241
H  -4.218  7.590  0.616  0.235
S  2.673  -0.474  0.122  2.374
O  2.176  0.782  0.805  -1.011
N  -2.210  3.304  -1.817  -0.290
C  -3.037  6.251  -0.569  -0.234
H  3.718  0.677  -1.608  0.268
C  -4.025  1.991  -2.718  -0.244
C  -3.673  3.256  -1.997  -0.241
Ga  0.275  0.459  0.271  1.485
C  0.221  -0.786  3.260  0.658
C  4.043  -0.050  -0.866  -0.879
H  -0.751  5.952  2.526  0.229
H  -3.618  1.963  -3.731  0.238
H  1.019  -2.598  1.038  0.407
C  -1.400  6.026  1.663  -0.182
C  -1.585  4.665  -1.865  -0.249
N  -0.267  1.459  2.674  0.649
H  -4.683  -0.498  -2.995  0.238
N  0.311  -2.030  2.794  -0.391
O  3.010  -1.530  1.029  -0.922

Respective maximum force values: 5.27 4.65 1.27 0.71 eV/Å.